Record 1
62
Properties=species:S:1:pos:R:3:forces:R:3 method="wB97M-V/def2-TZVPD" total_charge=+2 spin_multiplicity=6 e_homo_ev="-12.0 / -14.2" s2=8.79 homo_lumo_gap_ev="6.4 / 5.9" relative_energy_kj_mol=162.0
P -0.5155 2.9463 -0.9822 3.0710 1.6251 1.2520
P 2.2983 0.0931 -0.8613 3.5920 -1.1989 -1.0224
C 1.2580 2.6541 -0.6131 -0.1791 0.4154 0.2920
C 2.1562 1.8093 -1.5001 -0.6311 -0.3869 0.0498
H 1.1779 2.2644 0.4193 0.4738 0.2663 -0.3525
H 1.7030 3.6604 -0.5758 -0.3283 -0.1294 0.2921
H 1.8798 1.7990 -2.5704 -0.0583 -0.0640 0.5008
H 3.1853 2.2015 -1.4445 -0.3724 -0.2838 -0.0740
C 4.0291 0.1420 -0.1844 -0.0889 0.1024 0.5490
H 4.2038 -0.6856 0.5077 0.0051 0.3306 -0.0514
H 4.2871 1.1098 0.2655 -0.1857 -0.3575 0.1799
H 4.7008 -0.0093 -1.0404 -0.3093 0.2063 0.3533
C 2.8299 -0.8485 -2.3341 -0.4202 -0.1698 -0.3890
H 3.8332 -0.5112 -2.6241 -0.5319 0.1373 -0.0352
H 2.1483 -0.6881 -3.1749 0.0199 -0.3775 0.0753
H 2.9360 -1.9129 -2.0834 -0.1104 0.3657 -0.1929
C -0.8941 4.0926 0.3981 0.2538 -0.6013 -0.4078
H -1.9836 4.1639 0.4891 0.2426 0.2972 0.0752
H -0.4226 5.0474 0.1788 -0.1179 0.2156 0.3137
H -0.4897 3.6345 1.3067 -0.0725 0.3025 -0.0020
C -0.5884 3.7460 -2.6174 0.5158 0.3890 0.8238
H 0.2015 3.2652 -3.1977 -0.3653 0.2494 -0.3872
H -0.4240 4.8147 -2.4727 -0.2557 0.0166 -0.6136
H -1.5981 3.5093 -3.0650 0.4392 0.6774 -0.5894
Ir -2.4252 2.3547 -1.5657 -2.5618 -2.5473 -0.8142
C 2.7401 -2.6257 1.1164 -0.5357 -1.7152 -3.5516
C 2.9465 -1.9039 2.2552 0.5635 1.9484 4.0075
C 2.6048 -0.4687 2.6532 0.6509 0.2766 0.1496
C 1.2003 0.1818 2.3373 1.0603 0.2605 1.3457
C 0.4888 -0.5189 1.3136 -1.1510 -0.4152 -0.3282
C 0.9705 -0.8405 -0.0287 -1.8264 1.5246 -1.9158
C 0.8181 -2.3196 -0.4380 0.2099 0.1212 0.0071
C 1.4595 -3.2287 0.6030 0.4522 -0.7906 0.2919
C -4.3368 3.0533 -1.8364 -0.4204 0.4381 -0.4285
H 3.6070 -2.9260 0.5124 -0.0705 0.3961 -0.0353
H 3.6076 -2.3878 3.0000 -0.6490 0.1098 -0.0561
H 3.3921 0.2008 2.2734 -0.1767 -0.0255 -0.0724
H 2.7572 -0.3883 3.7324 -0.0984 -0.1680 -0.0743
H 0.5904 0.1927 3.2594 0.3296 0.0735 -0.4055
H 1.3963 1.2542 2.0845 -0.1066 -0.4782 0.2147
H -0.5593 -0.7968 1.4408 0.5039 0.0816 0.0789
H 0.1335 -0.3618 -0.6345 0.4665 -0.1924 -0.0302
H 1.2584 -2.4938 -1.4143 -0.0959 -0.0250 -0.0171
H -0.2518 -2.5089 -0.5600 0.0342 -0.0692 0.1861
H 0.7418 -3.4660 1.4032 0.2831 0.0477 -0.1725
H 1.7663 -4.1429 0.0790 -0.4816 -0.1190 0.3052
H -4.8399 2.3886 -2.5768 0.1171 0.6363 0.5428
H -4.2630 4.0999 -2.2131 -0.4943 -0.6574 0.2249
H -4.8368 2.9935 -0.8418 0.1671 0.2014 -0.7234
C -2.5495 0.7797 -0.6428 -0.7043 -2.5679 1.6099
C -2.7059 -0.3139 -0.0284 -0.2532 1.2750 -0.7868
C -3.1787 -1.5268 0.5196 0.0429 -0.4193 0.2561
C -2.8091 -1.9661 1.8227 -0.3309 -0.3483 0.1536
C -3.3152 -3.1663 2.3434 0.1300 1.0353 -1.0173
C -4.1968 -3.9282 1.5611 0.0425 0.0215 0.0557
C -4.5923 -3.5134 0.2850 0.5883 0.9870 -0.0258
C -4.0828 -2.3226 -0.2378 0.0691 -0.1624 0.2013
H -2.1539 -1.3315 2.4224 -0.2732 -0.2900 -0.0796
H -3.0360 -3.4657 3.3395 -0.0173 -0.1493 0.0884
H -4.5929 -4.8575 1.9576 0.0365 0.1019 -0.0084
H -5.2969 -4.0789 -0.3022 -0.0449 -0.1723 0.0279
H -4.3683 -1.9478 -1.2183 -0.0418 -0.2516 0.1564

---

Record 2
67
Properties=species:S:1:pos:R:3:forces:R:3 method="wB97M-V/def2-TZVPD" e_homo_ev=-8.6 homo_lumo_gap_ev=9.2
C -0.5915 2.2741 -4.4402 -4.4007 -2.7985 -3.7732
H -0.1670 1.2682 -4.7781 -0.5611 1.2048 -0.1967
O 0.0756 2.7253 -3.4214 3.0700 3.1285 3.4287
C 1.2495 3.3906 -3.7068 -1.5733 -1.6555 -3.0374
C 1.7578 3.3449 -5.0002 9.8456 7.7897 8.7729
C 3.2185 3.9993 -5.0651 -2.0803 -0.0454 -0.8658
C 3.8548 4.7633 -3.9414 -4.9279 -5.2333 -8.8279
C 3.1244 4.6014 -2.9310 0.1630 3.8065 10.5955
C 1.8969 4.0785 -2.7644 -2.6683 1.3190 4.8878
C 1.1267 4.1888 -1.3149 6.5279 -4.0380 -3.7128
N 1.1468 2.8056 -0.8352 -10.5290 4.2086 0.6743
C -0.1947 2.4058 -0.5650 -3.0232 2.0310 3.7695
O -1.4587 3.1751 -0.4112 8.1130 -3.9802 -1.7434
C -0.2146 0.9045 0.0079 -6.0484 5.3004 -0.9227
N -1.4946 0.7107 0.7686 9.7427 -2.9141 5.8802
C -1.2279 0.3556 2.1544 -14.2268 3.6512 -6.6319
O -0.3370 -0.0359 2.6503 12.7946 -3.7700 4.6733
C -2.5823 0.2404 2.9539 1.4269 -10.3299 -5.3204
C -2.3999 -1.0463 4.0251 4.3484 14.9740 4.4485
H -1.2815 -0.7630 4.4555 -2.7707 -0.7623 -0.6434
H -3.1302 -0.6873 4.7554 0.1450 -0.9984 0.3648
C -2.4730 -2.2057 3.4841 -4.8126 -11.5696 -3.8093
N -2.3560 -2.3519 2.0485 -1.9543 3.8128 -1.0813
C -1.2451 -2.6766 1.4412 -3.1111 -3.0109 -8.4580
O -1.3226 -2.8837 -0.0672 0.7731 1.7169 7.3449
C -0.2994 -3.4784 2.2352 3.7888 4.2039 -1.2190
N -0.9857 -4.4358 2.9765 3.4737 -7.5230 -0.0244
H -1.0828 -5.3712 2.2460 -0.1258 3.2312 2.3497
H -0.0456 -4.8526 3.5219 -3.4020 0.8834 -1.0071
H 0.0485 -2.6307 3.0065 0.0361 -1.8452 -1.2942
C 0.9500 -3.9115 1.2428 -3.5951 2.2570 0.5290
H 0.4165 -4.4124 0.3510 1.1351 0.3763 1.5348
H 1.5849 -4.5069 1.9020 0.3986 -0.0786 -0.6656
C 1.6199 -2.5763 0.7247 4.7170 -3.0052 1.0499
C 2.6779 -3.1415 -0.3007 7.5911 7.6293 12.9107
H 3.4615 -2.5315 -0.7179 -0.1659 1.0696 -0.0321
H 3.3073 -4.0025 0.0654 -0.3136 0.9011 1.1299
H 2.3485 -3.6179 -0.9070 -8.2348 -9.2801 -13.8795
C 2.5115 -1.9021 1.8170 1.2523 2.7253 1.3764
H 3.3468 -1.1421 1.3504 -1.8398 -2.1611 0.8476
H 3.0286 -2.5174 2.6378 -0.4888 0.0574 -1.8628
H 1.9977 -1.1861 2.5184 -0.2655 -0.5418 -0.9484
H 1.0587 -1.8681 0.1894 -1.3653 0.5699 -0.2142
C -3.5707 -1.4374 1.3332 2.5240 -10.2675 -5.3338
C -3.7581 -0.2557 1.9268 -0.3794 1.7682 11.7681
H -4.2005 0.4454 1.4539 -2.4748 4.9409 -3.9661
H -4.7446 -0.3724 2.8409 2.5732 0.1252 -2.3302
H -4.5387 -2.1638 1.3637 2.4696 1.5498 -0.2395
H -3.0942 -1.4919 0.2386 -1.3009 0.4351 2.1684
H -3.5874 -2.5146 3.5856 1.1648 -0.0014 -0.0202
H -2.0261 -3.1088 3.8995 0.3305 0.7183 0.5601
H -2.7633 1.0755 3.3119 -2.1915 7.6224 4.0127
H -2.3332 1.0184 0.6176 -5.2954 2.9314 -1.9103
C -0.4946 0.1677 -1.1570 -0.0376 -3.7327 -4.6608
H 0.4019 0.1977 -1.7302 0.8599 0.1675 -1.3995
H -0.4709 -0.9169 -0.8659 -1.1673 0.6712 -0.6228
H -1.3800 0.5135 -1.9172 1.9547 -0.8684 2.4647
H 0.6664 0.7314 0.5196 1.3806 -0.8523 1.4139
H 1.8123 2.1648 -0.7768 3.7593 -2.8554 0.0052
H 0.2772 4.6599 -1.1673 -5.2016 1.0682 -0.7144
H 1.6275 4.7738 -0.6504 2.8703 1.5430 1.6203
H 3.6465 5.1838 -1.8936 -1.8529 -1.7886 -2.5329
H 4.7660 4.9322 -4.1652 6.2503 2.1007 -0.4740
H 3.8355 3.9677 -6.0453 -1.4484 -0.1932 1.5660
H 1.4663 2.8714 -5.7120 -3.5980 -5.4644 -8.3877
H -0.8184 2.9825 -5.3160 0.9512 -0.7567 1.0340
H -1.6384 2.0790 -4.0564 1.0010 -0.1680 -0.4182

---

Record 3
62
Properties=species:S:1:pos:R:3:forces:R:3 method="wB97M-V/def2-TZVPD" total_charge=+2 spin_multiplicity=5 e_homo_ev="-12.0 / -13.6" s2=6.04 homo_lumo_gap_ev="6.4 / 4.6" relative_energy_kj_mol=140.9
P -0.3480 -1.7970 -4.5397 -1.2029 0.1048 -2.7874
P 0.3318 1.6598 -4.6512 0.4377 0.8670 -2.7504
C -0.3755 -0.8146 -6.0701 -0.1979 -0.0168 -0.7894
C 0.5941 0.3769 -6.0616 0.4267 -0.6856 -0.3171
H -1.3977 -0.4715 -6.2805 0.0392 -0.0404 0.2893
H -0.1514 -1.5040 -6.9135 0.0562 0.4471 0.4065
H 1.6208 -0.0081 -5.9603 -0.1455 0.2094 0.1519
H 0.5744 0.8891 -7.0437 -0.1625 -0.1269 0.6649
C -0.7257 2.6796 -5.9362 -0.8697 0.4009 0.4577
H -1.1574 3.5586 -5.4198 0.1209 -0.5322 -0.5411
H -1.5263 2.0762 -6.3976 0.4625 0.3070 0.2013
H 0.0088 3.0078 -6.6818 -0.3195 -0.2406 0.2055
C 1.8278 2.6236 -4.9202 0.8809 0.1267 -0.1229
H 1.8961 2.9732 -5.9624 -0.0869 -0.3147 0.3946
H 2.7146 2.0149 -4.7176 -0.0133 0.2650 0.0486
H 1.8158 3.5162 -4.2922 0.2686 -0.1499 0.0197
C -1.7813 -2.8852 -4.6664 -0.8585 0.0571 0.5600
H -1.8518 -3.5328 -3.7797 0.0348 0.2068 -0.1399
H -1.7342 -3.5514 -5.5347 0.3026 0.2770 0.0423
H -2.7282 -2.3046 -4.7430 0.7058 -0.3651 0.0384
C 1.0758 -2.8862 -4.8463 0.2778 -0.6585 0.7072
H 2.0233 -2.3513 -4.8398 0.0245 0.0086 0.0626
H 0.9446 -3.3641 -5.8489 -0.2281 0.6168 0.6707
H 1.1251 -3.7090 -4.1076 0.0115 0.5434 -0.2122
Pt 1.4690 -1.4316 -1.2129 0.5704 0.5100 0.1354
C -0.5177 2.9041 -3.1904 3.4184 -1.3219 1.4982
C -1.8878 2.6177 -3.1445 -2.1005 0.7431 0.7362
C -2.4842 1.4061 -3.6522 -1.2088 -2.3306 -0.0588
C -2.0177 0.0142 -3.0450 -0.2376 1.1182 -0.3809
C -0.5980 -0.5340 -3.2547 1.3270 -2.1770 1.8361
C 0.7375 0.3044 -3.2642 0.4145 0.5849 -0.6284
C 1.3600 1.2851 -2.2286 -0.5765 1.0259 -0.4656
C 0.3699 2.4343 -1.9424 -0.9007 -0.1261 1.1443
C 1.0399 -3.2969 -0.6812 0.0255 -0.8786 0.0060
H -0.1372 3.8442 -3.5784 -0.3172 0.1695 -0.0861
H -2.5907 3.2382 -2.5800 0.5981 0.1778 0.0089
H -2.4988 1.3396 -4.7433 0.1716 0.0120 -0.1057
H -3.5469 1.4065 -3.3737 0.1799 0.1207 -0.2124
H -2.1951 0.0821 -1.9694 0.2447 -0.0032 0.0195
H -2.7378 -0.7336 -3.3905 0.1486 0.1265 -0.0125
H -0.5621 -1.3450 -2.4435 0.4783 1.3321 -0.0256
H 1.6054 -0.2621 -3.7449 -1.2614 0.4789 0.4984
H 2.2556 1.7681 -2.6661 -0.3214 -0.7830 0.0015
H 1.6927 0.9081 -1.2508 -0.1100 -0.3457 -0.3195
H -0.2483 2.0708 -1.0664 0.0485 0.4886 -1.1574
H 0.9330 3.2800 -1.5258 -0.1377 -0.0343 -0.3364
H 1.4711 -3.4126 0.3274 -0.2392 -0.1963 -0.4725
H 1.4364 -4.0464 -1.3796 -0.1296 0.0404 0.3218
H -0.0543 -3.3022 -0.6555 0.1079 -0.4188 0.1754
C 1.1045 -0.4077 0.3683 -0.2452 0.8501 0.6906
C 0.8028 0.3140 1.3476 -0.0626 -0.1254 1.2369
C 0.5559 0.9280 2.6138 -0.0935 -0.4673 -1.0647
C -0.6871 1.5639 2.8576 0.1956 0.3808 0.0267
C -0.8626 2.2510 4.0486 -1.3121 0.3180 -0.5169
C 0.1304 2.3133 5.0166 0.4496 -0.4941 -0.0908
C 1.3216 1.6145 4.8120 0.3636 -0.5224 -0.7478
C 1.5452 0.9114 3.6259 0.1488 0.2389 0.2045
H -1.4599 1.5357 2.0778 0.3420 0.0478 0.5050
H -1.8198 2.7697 4.2159 0.5685 -0.3046 -0.0335
H -0.0193 2.8634 5.9382 -0.0388 -0.0084 -0.1134
H 2.1030 1.6043 5.5517 0.0412 0.0990 0.2388
H 2.4819 0.3704 3.4228 -0.5147 0.3677 0.2838